53
Properties=species:S:1:pos:R:3:forces:R:3:mulliken_charge:R:1 method="wB97M-V/def2-TZVPD" multiplicity=1 energy_ev=-30276.3938 homo_energy_ev=-4.51 total_charge=-1 largest_force_ev_per_a=9.512
C 1.923 -4.386 0.368 -1.04 9.02 -2.82 -0.8765
C 1.710 -3.062 -0.068 1.28 -8.27 3.14 -0.4163
C 1.455 -1.475 -0.481 -1.41 -0.92 -0.66 1.6214
C 0.045 -1.283 -1.361 -0.20 -0.36 -0.03 -1.0385
C -1.280 -1.884 -0.607 -1.32 0.06 -0.15 -0.4542
C -2.114 -0.758 0.285 0.66 -0.42 0.02 -0.3361
C -3.739 -0.793 0.030 0.51 0.60 -0.22 -0.7009
C -4.486 0.267 1.056 0.91 0.13 -0.11 -0.2771
N -5.453 1.112 0.248 0.69 0.26 0.35 -0.6143
N 2.572 -1.064 -1.409 0.54 0.90 2.27 -0.3808
C 3.755 -0.454 -0.698 1.11 -0.15 -2.10 -0.5676
O 3.631 1.040 -0.625 1.93 -1.28 1.83 -0.1859
C 4.814 1.488 0.160 0.32 0.41 0.04 -0.6258
C 1.331 -0.609 0.903 1.30 2.04 6.73 0.2212
O 0.715 0.564 1.065 2.52 -5.59 -2.29 -0.5849
O 2.040 -1.174 2.099 -2.97 1.94 -6.20 -0.7614
H 2.356 -5.338 0.933 -1.39 2.77 -1.77 0.3642
H 0.145 -1.810 -2.427 0.07 0.96 2.40 0.3945
H -0.115 -0.121 -1.577 0.46 -2.45 0.72 0.2238
H -2.058 -2.269 -1.425 1.79 0.76 1.51 0.3315
H -1.069 -2.807 0.091 -0.01 1.82 -1.55 0.2202
H -1.868 -0.997 1.422 -0.59 0.87 -2.38 0.2703
H -1.648 0.295 -0.018 -1.25 -2.16 1.00 0.1504
H -3.926 -0.417 -1.080 0.29 -0.75 2.25 0.2256
H -4.188 -1.882 0.084 0.95 2.16 0.10 0.2610
H -5.007 -0.287 1.949 0.82 1.06 -1.82 0.2820
H -3.686 1.002 1.505 -1.16 -1.76 -0.64 0.2478
H -4.896 1.487 -0.561 -0.93 -0.26 1.17 0.2010
H -5.788 1.938 0.809 0.68 -1.16 -0.81 0.2286
H 2.242 -0.500 -2.224 0.42 -0.48 1.30 0.3440
H 4.036 -0.943 0.327 -1.31 0.94 -1.75 0.2661
H 4.697 -0.632 -1.409 -1.80 0.31 1.37 0.3048
H 5.794 1.312 -0.495 -1.92 0.27 1.46 0.2524
H 4.884 0.916 1.191 -0.17 0.99 -2.13 0.2493
H 4.749 2.639 0.417 -0.15 -2.40 -0.78 0.2190
C 1.917 3.842 0.155 -0.10 -0.45 -0.07 -0.4295
O 1.111 3.224 -0.832 0.05 -0.01 -0.40 -0.5690
H 1.517 4.836 0.368 -0.04 -0.09 -0.12 0.3024
H 1.901 3.242 1.068 0.13 0.07 0.09 0.2403
H 2.940 3.935 -0.216 0.13 0.15 0.17 0.1164
H 1.489 2.344 -1.000 -0.21 0.24 0.39 0.3138
C 4.870 -3.976 2.683 -0.50 0.15 0.00 -0.5496
O 3.504 -4.142 2.351 0.62 -0.10 0.85 -0.4299
H 5.421 -4.869 2.379 -0.10 0.05 0.01 0.2374
H 5.271 -3.107 2.156 0.23 0.01 0.08 0.1950
H 4.969 -3.839 3.763 0.34 0.04 0.06 0.2445
H 3.041 -3.335 2.632 -0.24 0.10 -0.55 0.2626
C -6.953 3.729 -2.358 0.12 0.11 -0.01 -0.5644
O -5.605 3.382 -2.102 0.45 0.28 -0.03 -0.4565
H -7.583 2.852 -2.191 0.21 0.09 0.01 0.2246
H -7.259 4.530 -1.680 -0.27 0.01 -0.07 0.2599
H -7.055 4.056 -3.396 -0.27 0.04 -0.01 0.2612
H -5.070 4.179 -2.259 -0.19 -0.55 0.13 0.2819